{"formula": "C11H34N8O5", "method": "ωB97M-V/def2-TZVPD", "symbols": ["C", "O", "N", "N", "H", "H", "H", "H", "C", "O", "N", "N", "H", "H", "H", "H", "C", "O", "N", "N", "H", "H", "H", "H", "C", "C", "C", "O", "C", "N", "H", "H", "H", "H", "H", "H", "H", "H", "H", "H", "H", "C", "C", "C", "O", "C", "N", "H", "H", "H", "H", "H", "H", "H", "H", "H", "H", "H"], "xyz": [[-2.6879, -3.7602, -3.2708], [-3.1760, -4.3305, -4.2638], [-3.4864, -2.9653, -2.5101], [-1.3691, -3.7474, -2.9972], [-4.4641, -3.0639, -2.7108], [-3.1949, -2.3532, -1.7769], [-1.0076, -3.3286, -2.1401], [-0.7768, -4.3774, -3.5030], [0.0157, -4.3281, 3.6437], [0.4810, -4.6911, 2.5586], [-0.6330, -3.1456, 3.8093], [0.1548, -5.1094, 4.7487], [-0.8519, -2.6460, 2.9597], [-1.1428, -3.0098, 4.6604], [-0.3231, -4.8459, 5.5861], [0.7369, -5.9142, 4.6132], [-1.2064, -1.7310, 0.3854], [-1.2502, -2.7898, -0.2578], [-2.0676, -1.5160, 1.4222], [-0.1854, -0.8501, 0.2683], [-1.9709, -0.7451, 2.0553], [-2.8481, -2.1484, 1.4533], [-0.1297, -0.0564, 0.8857], [0.5788, -1.0877, -0.3377], [-2.5496, 2.6772, 0.3333], [-1.5128, 3.7161, 0.8531], [-0.0786, 3.2414, 0.7685], [0.0526, 1.9705, 1.3883], [0.7962, 1.9913, 2.5907], [-1.7195, 5.0209, 0.2204], [-2.2054, 2.0880, -0.5218], [-3.4921, 3.1052, -0.0042], [-2.7208, 2.0026, 1.1752], [-1.7223, 3.7979, 1.9234], [0.4358, 4.0542, 1.2921], [0.2869, 3.0854, -0.2462], [0.9246, 1.0184, 3.0447], [0.4299, 2.7774, 3.2733], [1.7469, 2.5287, 2.4331], [-2.6600, 5.3635, 0.3847], [-1.7458, 4.9053, -0.7914], [2.3108, 3.1302, -2.7352], [2.6730, 2.0678, -1.6752], [2.5260, 0.6484, -2.1974], [2.7760, -0.2150, -1.1169], [2.5345, -1.5673, -1.4483], [4.0338, 2.2982, -1.1851], [1.2568, 3.0067, -3.0187], [2.8675, 2.9479, -3.6542], [2.3867, 4.1298, -2.3161], [1.9964, 2.1379, -0.8193], [3.2969, 0.6089, -2.9887], [1.5635, 0.3919, -2.6503], [1.5110, -1.7786, -1.7851], [2.7613, -2.2237, -0.6134], [3.1663, -1.8116, -2.3085], [4.1713, 3.2752, -0.9517], [4.7068, 2.1506, -1.9350]], "forces_ev_per_angstrom": [[-0.74, 0.04, -2.08], [0.62, 0.00, 1.23], [-0.60, 0.01, 0.25], [0.83, 0.27, 0.68], [0.01, 0.15, -0.02], [0.35, -0.18, 0.24], [-0.35, -0.36, -0.18], [-0.14, -0.07, -0.14], [0.89, -0.96, -1.76], [-0.34, 0.61, 0.94], [0.12, 0.05, 0.12], [-0.24, 0.56, -0.18], [-0.24, -0.07, 0.23], [-0.25, 0.38, -0.10], [0.29, -0.48, 0.40], [-0.18, -0.16, 0.42], [1.51, -1.59, 0.18], [-0.52, 1.19, -0.08], [-0.31, -0.01, -0.20], [-0.64, 0.18, 0.10], [-0.27, 0.16, -0.09], [-0.06, 0.15, 0.25], [0.22, 0.27, -0.34], [-0.03, 0.13, 0.15], [0.66, -0.44, 0.34], [-2.01, -0.57, -0.73], [-0.39, 0.25, 0.03], [0.00, -0.46, 0.59], [0.74, 2.56, 0.06], [0.42, 0.24, -0.38], [0.31, 0.01, 0.11], [-0.03, 0.32, 0.39], [-0.32, -0.29, -0.35], [0.04, 0.38, 0.01], [0.77, -0.40, -0.18], [-0.11, 0.53, -0.16], [-0.15, -0.11, -0.11], [-0.96, -0.82, 0.39], [0.49, -1.07, -0.46], [0.06, -0.09, 0.54], [0.45, -0.12, 0.03], [-1.28, -1.20, 0.24], [-0.32, 0.90, -0.13], [0.87, 0.55, 0.02], [-0.39, -0.50, 0.25], [0.50, 0.00, -0.84], [0.38, -0.26, -0.02], [0.00, 0.06, -0.01], [0.35, 0.44, 0.09], [0.42, 0.10, -0.22], [0.09, 0.19, 0.04], [-0.03, -0.74, 0.00], [-0.17, 0.45, -0.01], [-0.16, 0.24, 0.05], [0.13, 0.20, 0.15], [0.10, -0.37, 0.09], [-0.29, 0.02, 0.18], [-0.12, -0.26, 0.00]], "nbo_charge": [0.766, -0.696, -0.851, -0.850, 0.399, 0.394, 0.423, 0.398, 0.763, -0.664, -0.856, -0.849, 0.419, 0.377, 0.383, 0.418, 0.772, -0.700, -0.866, -0.836, 0.395, 0.416, 0.411, 0.415, -0.633, -0.064, -0.069, -0.575, -0.260, -0.828, 0.209, 0.210, 0.206, 0.181, 0.192, 0.184, 0.202, 0.168, 0.178, 0.360, 0.348, -0.628, -0.068, -0.064, -0.533, -0.266, -0.819, 0.203, 0.208, 0.214, 0.189, 0.155, 0.178, 0.156, 0.211, 0.177, 0.352, 0.345], "smiles": "COC[C@H](C)N.COC[C@H](C)N.NC(N)=O.NC(N)=O.NC(N)=O", "e_homo_ha": -0.327, "lumo_energy_ev": 0.27, "total_charge": 0, "relative_energy_kj_mol": 99.7, "multiplicity": 1, "orbital_gap_ha": 0.338}